No. 1
This record from the OMol25 dataset describes a 2-piece molecular cluster, C6H12N2 overall in a non-equilibrium geometry. The level of theory is ωB97M-V with the def2-TZVPD basis set.

Results
HOMO level (spin up / spin down) = -13.600 / -13.599 eV
total charge = +1
multiplicity = 2
E_LUMO (spin up / spin down) = -4.29 / -8.14 eV
expectation value of S² = 0.760

Last columns: bonded neighbours and bond lengths (Å).
Atoms and positions in Å:
1 C -1.0707 -1.7616 1.5372  C3 1.447, H9 1.200, H10 1.126, H12 1.153
2 C 1.1020 -0.4949 0.9551  C3 1.434, N5 1.442, H7 1.066
3 C -0.2514 -0.5749 1.4212  C1 1.447, C2 1.434, N6 1.475
4 C 0.3394 1.5661 1.5475  N5 1.386, N6 1.314, H11 1.015
5 N 1.4204 0.9112 0.9785  C2 1.442, C4 1.386, H8 0.953
6 N -0.7023 0.7908 1.7501  C3 1.475, C4 1.314
7 H 1.6134 -1.2674 0.4277  C2 1.066
8 H 2.1524 1.3414 0.5467  N5 0.953
9 H -2.2080 -1.3802 1.5795  C1 1.200
10 H -0.9765 -2.5286 2.3557  C1 1.126
11 H 0.5073 2.5595 1.6681  C4 1.015
12 H -0.8525 -2.2515 0.5164  C1 1.153
13 C -0.1871 0.2914 -3.9128  C14 1.472, H15 1.130, H16 1.177, H17 1.230
14 C -0.4207 -0.3439 -2.6054  C13 1.472, H18 1.104, H19 1.176, H20 1.159
15 H 0.7546 0.9140 -3.8602  C13 1.130
16 H -0.2252 -0.4604 -4.8176  C13 1.177
17 H -1.1895 0.8178 -4.3923  C13 1.230
18 H 0.5068 -0.6361 -2.0827  C14 1.104
19 H -0.9933 -1.3628 -2.7336  C14 1.176
20 H -1.1853 0.2462 -1.9648  C14 1.159

No. 2
This record from the OMol25 dataset describes an isolated ion of composition C6H12N2 and charge +2 in a non-equilibrium geometry. The level of theory is ωB97M-V with the def2-TZVPD basis set.

Results
HOMO level (spin up / spin down) = -19.151 / -18.874 eV
total charge = +2
E_LUMO (spin up / spin down) = -9.39 / -10.36 eV

Last columns: bonded neighbours and bond lengths (Å).
Atoms and positions in Å:
1 C 0.3814 -0.0677 0.1701  C2 1.483, N7 1.258
2 C 1.1304 -1.3169 0.4481  C1 1.483, N8 1.495, H9 1.032, H10 1.170
3 C 1.6349 -0.1439 2.4462  N8 1.476, H11 1.071, H12 1.089
4 C -2.0739 1.2385 -1.8699  C5 1.621, C6 1.563, H13 1.109, H14 1.089
5 C -1.0573 1.7452 -0.7133  C4 1.621, N7 1.485, H15 1.098, H16 1.105
6 C -1.1524 -0.0242 -1.8592  C4 1.563, N7 1.455, H17 1.054, H18 1.204
7 N -0.4282 0.4009 -0.6711  C1 1.258, C5 1.485, C6 1.455
8 N 1.2620 -1.4751 1.9291  C2 1.495, C3 1.476, H19 1.081, H20 1.104
9 H 0.7280 -2.2020 0.1018  C2 1.032
10 H 2.1367 -1.0960 -0.1068  C2 1.170
11 H 2.6536 0.1058 2.2281  C3 1.071
12 H 1.0895 0.1652 3.3372  C3 1.089
13 H -3.1607 1.0480 -1.7612  C4 1.109
14 H -1.9182 1.7373 -2.8249  C4 1.089
15 H -0.3702 2.5592 -0.9798  C5 1.098
16 H -1.4609 2.2938 0.1566  C5 1.105
17 H -1.3994 -1.0445 -1.7684  C6 1.054
18 H -0.3885 0.1479 -2.7736  C6 1.204
19 H 0.3612 -1.8234 2.4156  N8 1.081
20 H 2.0320 -2.2483 2.0955  N8 1.104

These records have E_tot values of -9386.301 -9372.869 eV, in the order they appear.
These records have energy above the lowest of the compared OMol25 structures with the same formula, charge and spin values of 230.1 532.9 kJ/mol, in the order they appear.